# 1
Below is a single C19H29N3O4S molecule in a non-equilibrium geometry, with properties calculated with ωB97M-V/def2-TZVPD.

XYZ file:
```
56
Properties=species:S:1:pos:R:3:forces:R:3
C -7.0731 -1.9988 1.2832 -0.03 -0.22 0.09
O -6.8649 -0.7163 0.7439 0.18 0.32 -0.17
C -5.6135 -0.3826 0.3211 0.03 0.14 -0.03
C -4.5010 -1.2134 0.3851 -0.31 -0.13 0.09
C -3.2713 -0.7675 -0.0709 0.10 0.15 -0.07
C -3.1382 0.4992 -0.6233 -0.74 -0.26 0.18
N -1.9121 1.0102 -1.0972 0.68 0.56 0.52
C -0.9742 0.2616 -1.9104 0.39 -0.04 -0.38
C -1.6658 -0.7490 -2.8224 0.00 0.16 0.22
C 0.0925 -0.4232 -1.0434 0.03 -0.16 -0.11
O -0.1747 -0.9310 0.0350 -0.09 -0.18 -0.07
N 1.3049 -0.4357 -1.6235 0.11 0.56 -0.10
N 2.4794 -1.0621 -1.2770 0.41 -0.60 -0.66
C 2.9960 -1.0941 -0.1158 -0.39 -0.20 0.22
C 4.2673 -1.8928 -0.0433 0.26 0.04 0.09
C 5.4100 -1.2008 0.7000 0.04 0.03 -0.21
C 5.9049 0.0789 0.0286 -0.11 -0.03 0.06
C 4.8566 1.1803 -0.1506 0.20 0.07 0.09
C 4.0928 1.5549 1.1274 -0.19 0.13 -0.14
C 2.6451 1.0606 1.1541 0.25 -0.05 0.11
C 2.4956 -0.4683 1.1490 -0.40 0.26 0.11
S -1.2206 2.1888 -0.1403 -0.06 0.29 0.50
C -1.2334 1.5336 1.5454 -0.06 0.15 -0.83
O 0.1355 2.3322 -0.5946 0.09 -0.24 -0.03
O -2.0513 3.3543 -0.1608 -0.26 -0.05 0.15
C -4.2504 1.3376 -0.6754 -0.11 -0.20 0.00
C -5.4691 0.9043 -0.2029 -0.14 -0.15 0.11
H -6.8453 -2.7838 0.5548 0.01 0.03 0.03
H -8.1306 -2.0423 1.5390 0.09 -0.05 0.00
H -6.4764 -2.1576 2.1873 -0.01 0.00 -0.04
H -4.5700 -2.2066 0.8000 -0.04 -0.08 0.04
H -2.4066 -1.4056 0.0241 0.08 0.00 0.00
H -0.4771 1.0208 -2.5261 0.01 -0.29 -0.02
H -2.0763 -1.5756 -2.2502 -0.03 -0.08 -0.03
H -2.4761 -0.2617 -3.3587 -0.06 0.01 -0.08
H -0.9495 -1.1422 -3.5400 0.05 -0.02 -0.04
H 1.3671 -0.0928 -2.5741 -0.11 -0.06 0.26
H 4.0348 -2.8282 0.4755 -0.03 -0.04 -0.02
H 4.5748 -2.1406 -1.0600 -0.05 -0.05 0.01
H 6.2473 -1.9012 0.7562 -0.04 0.00 0.10
H 5.1094 -0.9828 1.7248 0.04 -0.05 0.09
H 6.7294 0.4731 0.6295 0.05 0.02 -0.06
H 6.3079 -0.1709 -0.9558 0.11 -0.02 -0.01
H 5.3803 2.0615 -0.5285 -0.05 -0.01 -0.06
H 4.1458 0.8847 -0.9206 0.01 0.10 -0.11
H 4.0592 2.6427 1.2173 0.06 0.00 0.07
H 4.6271 1.1808 2.0036 0.04 0.04 0.10
H 2.1721 1.4362 2.0655 -0.08 0.01 -0.04
H 2.0989 1.4864 0.3100 0.01 -0.02 0.06
H 1.4339 -0.7010 1.2554 0.20 -0.07 0.02
H 3.0232 -0.8914 2.0050 0.04 -0.03 -0.02
H -0.8385 0.5263 1.5143 0.05 -0.11 0.01
H -0.6065 2.1836 2.1410 0.10 0.23 0.02
H -2.2565 1.5508 1.8952 -0.18 0.01 0.08
H -4.1322 2.3330 -1.0709 -0.04 0.09 -0.08
H -6.3366 1.5439 -0.2343 -0.10 0.09 -0.01
```
Forces are in eV/Å.

Summary:
HOMO energy (eV): -8.4
SMILES: COc1ccc(N([C@H](C)C(=O)NN=C2CCCCCCC2)S(C)(=O)=O)cc1
Relative energy (zero: lowest compared OMol25 entry of this formula, charge and spin) (kJ/mol): 259.55
Maximum force (eV Å⁻¹): 1.03
DFT total energy (eV): -43668.1675
Charge: 0
LUMO level (eV): 0.7
Frontier orbital gap (hartree): 0.335


# 2
Below is 2 unconnected molecules or ions with the total composition C19H29N5O2 in a non-equilibrium geometry, with properties calculated with ωB97M-V/def2-TZVPD.

XYZ file:
```
55
Properties=species:S:1:pos:R:3:forces:R:3
N -1.2217 -0.3930 -0.3587 0.22 -0.26 -1.55
C -1.7933 0.6326 -1.0115 -0.87 1.80 0.85
N -1.9137 0.9392 -2.4164 -2.09 2.98 4.39
C -2.6508 2.1809 -2.3660 1.63 -2.56 3.56
N -2.8822 2.5648 -0.9860 -0.28 1.35 -4.18
C -3.6319 3.8028 -0.5456 -1.13 -0.91 0.19
C -5.0890 3.6766 -1.2681 -1.53 1.10 -1.68
O -5.6033 4.6246 -1.8981 2.13 -3.40 2.37
C -5.7657 2.2135 -1.1306 -1.10 -2.14 1.19
C -5.8620 1.1972 -2.2900 -1.13 -0.53 3.43
C -6.4928 -0.2105 -2.0428 0.53 2.70 2.83
C -6.9939 -0.5620 -0.6142 1.42 3.25 -0.99
C -6.9156 0.4853 0.5539 1.48 0.91 -3.21
C -6.2958 1.8805 0.3132 -0.06 -2.78 -2.93
N -2.3732 1.6288 -0.1389 0.90 -1.48 -3.61
H -1.2274 -0.4693 0.6622 0.09 0.08 -0.86
H -0.6904 -1.0844 -0.9018 -0.31 0.43 0.60
H -2.9852 2.7486 -3.3043 0.52 -0.76 1.92
H -3.0874 4.7662 -0.8108 -0.73 -1.40 0.39
H -3.8235 3.6716 0.5822 0.44 0.46 -1.69
H -5.4488 1.5129 -3.3020 -0.77 -0.64 1.46
H -6.5369 -0.9527 -2.9202 0.00 1.28 1.71
H -7.4180 -1.6027 -0.4461 0.59 1.67 -0.10
H -7.2755 0.2200 1.6010 0.47 0.33 -1.73
H -6.2050 2.6610 1.1557 -0.28 -1.45 -1.51
H -2.4577 1.7022 0.8800 0.05 -0.11 -0.80
C 4.5107 -0.6802 2.7346 0.18 0.29 -0.10
C 3.6773 -1.7684 2.0075 0.91 0.24 1.96
C 4.6271 -2.8323 1.4134 -0.16 -0.09 -0.46
C 5.3845 -2.3451 0.1826 0.06 0.11 0.07
C 4.4304 -1.7785 -0.8612 -0.06 -0.38 0.18
C 3.4702 -0.7075 -0.3004 0.63 1.70 -1.05
N 2.8027 -1.1363 0.9693 -1.54 -3.90 -1.68
O 1.8301 -2.0440 0.6433 1.25 2.27 0.79
C 4.2389 0.6150 -0.0652 0.23 0.05 0.21
C 2.4518 -0.3369 -1.4082 -0.48 -0.53 0.34
C 2.8510 -2.4208 3.1466 -0.52 -0.20 -0.58
H 4.7327 -0.9664 3.7664 -0.14 -0.18 -0.19
H 5.4808 -0.5007 2.2698 -0.12 0.07 -0.06
H 3.9687 0.2686 2.7887 0.05 -0.10 -0.08
H 4.0559 -3.7272 1.1360 -0.13 0.17 0.06
H 5.3471 -3.1565 2.1715 -0.21 0.18 0.12
H 6.1287 -1.5924 0.4614 -0.04 -0.02 0.01
H 5.9458 -3.1771 -0.2523 -0.03 0.08 0.04
H 5.0138 -1.3605 -1.6892 -0.22 0.17 0.10
H 3.8528 -2.6074 -1.2874 -0.14 0.12 0.11
H 3.6011 1.3578 0.4252 0.05 -0.14 0.00
H 4.5664 1.0495 -1.0143 -0.17 -0.21 0.01
H 5.1447 0.4975 0.5253 -0.11 -0.03 0.08
H 1.9009 -1.2063 -1.7779 0.06 0.01 0.19
H 2.9576 0.0946 -2.2755 0.18 -0.04 0.27
H 1.7260 0.4016 -1.0496 0.10 -0.05 0.05
H 2.1752 -1.6939 3.6081 0.07 -0.03 -0.08
H 3.5095 -2.8064 3.9307 0.13 0.24 -0.25
H 2.2586 -3.2747 2.8051 0.02 0.25 -0.11
```
Forces are in eV/Å.

Summary:
HOMO energy (spin up / spin down) (eV): -11.3 / -12.0
Multiplicity: 2
Maximum force (eV Å⁻¹): 5.70
DFT total energy (eV): -31704.6981
Charge: +1
LUMO level (spin up / spin down) (eV): -3.6 / -3.6
Frontier orbital gap (spin up / spin down) (hartree): 0.284 / 0.308


The lowest maximum force belongs to which entry?
C19H29N3O4S